{
  "formula": "C4H13N3",
  "method": "the ωB97M-V functional and the def2-TZVPD basis",
  "multiplicity": 1,
  "elements": ["C", "C", "C", "N", "N", "C", "N", "H", "H", "H", "H", "H", "H", "H", "H", "H", "H", "H", "H", "H"],
  "coordinates": [[-1.51662, 0.96515, 0.54120], [-1.04251, 0.10085, -0.61251], [-0.22641, -1.10999, -0.09011], [-0.98190, -1.82666, 0.86592], [-2.35627, 0.25721, 1.45619], [2.58351, 0.90449, -0.58799], [2.04457, -0.18873, -1.36765], [-2.06945, 1.79221, 0.10987], [-0.63035, 1.46602, 0.97468], [-0.35832, 0.64904, -1.21999], [-1.83028, -0.23681, -1.27093], [0.68566, -0.78053, 0.44571], [0.15637, -1.73539, -0.91366], [-1.62010, -1.00467, 1.39556], [-1.50241, -2.55511, 0.41823], [-2.18829, 0.54923, 2.42710], [2.40314, 1.81622, -1.14622], [3.62363, 0.80880, -0.38549], [2.05513, 1.01075, 0.33311], [2.77090, -0.88205, -1.37302]],
  "forces_ev_per_a": [[0.774, -0.069, 0.450], [0.651, -0.056, -0.205], [0.256, -0.021, 0.978], [0.605, 0.456, 0.445], [0.231, -0.569, 0.072], [-0.544, -0.555, -1.303], [-0.369, 0.446, 0.343], [-0.581, 0.339, -0.466], [-0.161, -0.327, 0.170], [0.450, 0.610, -0.578], [-0.464, -0.220, 0.084], [-0.177, 0.539, -0.390], [-0.383, 0.180, -0.216], [-0.355, -0.370, -0.020], [-0.823, -0.308, -0.117], [0.138, -0.058, -0.370], [-0.055, 0.523, -0.090], [0.959, 0.007, 0.323], [-0.478, 0.221, 1.023], [0.331, -0.768, -0.133]]
}

---

{
  "formula": "C2H2CaFO",
  "method": "the ωB97M-V functional and the def2-TZVPD basis",
  "multiplicity": 1,
  "charge": 1,
  "elements": ["C", "C", "O", "H", "H", "Ca", "F"],
  "coordinates": [[-0.36198, 0.02107, 0.11065], [0.72810, -0.72662, 0.00669], [-0.47870, 1.34578, 0.02922], [0.51765, -1.79945, -0.02415], [-1.46143, 1.54193, -0.06790], [2.74392, 0.06205, -0.03528], [-1.68757, -0.44476, -0.01922]],
  "forces_ev_per_a": [[-2.258, -0.365, -1.780], [-0.614, -0.527, 0.556], [-0.977, 0.675, 0.328], [-0.101, 0.217, 0.057], [1.705, -0.156, 0.226], [0.519, 0.374, -0.001], [1.726, -0.217, 0.614]]
}

---

Gap between HOMO and LUMO? In order: 0.132, 0.260 hartree.
ΔE to the lowest compared entry with this formula, charge and spin? In order: 180.6, 62.0 kcal per mole.
Energy? In order: -8821.5831, -25301.4966 eV.